{"formula": "C26H56MnNO2P2Si4Te", "method": "the ωB97M-V functional and the def2-TZVPD basis", "gap_ev": [5.08, 6.77], "spin_multiplicity": 5, "total_charge": 0, "species": ["C", "C", "N", "C", "C", "C", "C", "P", "Mn", "P", "C", "C", "C", "C", "C", "C", "C", "O", "O", "H", "H", "H", "C", "C", "H", "H", "H", "H", "C", "C", "H", "H", "H", "H", "H", "H", "H", "H", "H", "H", "H", "H", "H", "H", "H", "H", "H", "H", "H", "H", "H", "H", "C", "Si", "C", "C", "Si", "Te", "Si", "C", "C", "C", "Si", "C", "C", "C", "H", "H", "H", "H", "H", "H", "H", "H", "H", "H", "H", "H", "H", "H", "H", "H", "H", "H", "H", "H", "H", "H", "H", "H", "H", "H", "H"], "positions_angstrom": [[-0.7727, 3.9813, -3.8256], [-0.7896, 2.6174, -3.4957], [0.0648, 2.1247, -2.5503], [0.9442, 2.9522, -1.9146], [1.0138, 4.3129, -2.2387], [0.1427, 4.8359, -3.2026], [-1.7001, 1.6380, -4.1914], [-1.9612, 0.1151, -3.1512], [0.0898, 0.0047, -2.1333], [2.0576, 0.5095, -1.1086], [1.7832, 2.3400, -0.8159], [0.1121, -2.0347, -1.8231], [-0.9040, -2.6957, -1.0866], [-0.9235, -4.0894, -0.9205], [0.0882, -4.8876, -1.4760], [1.1176, -4.2644, -2.1965], [1.1240, -2.8694, -2.3659], [-0.6387, 0.2211, -6.8363], [0.5685, -1.7983, -5.4572], [-1.4672, 4.3563, -4.5829], [1.7339, 4.9546, -1.7228], [0.1758, 5.8988, -3.4623], [-3.4221, 0.4986, -2.0958], [-2.5810, -1.1656, -4.3088], [2.7139, 2.9109, -0.6523], [1.1941, 2.3749, 0.1219], [-1.2050, 1.2453, -5.1137], [-2.6398, 2.1248, -4.5079], [2.4816, -0.1568, 0.5505], [3.6462, 0.4194, -2.0384], [-1.6956, -2.0950, -0.6228], [-1.7337, -4.5551, -0.3457], [0.0766, -5.9754, -1.3458], [1.9228, -4.8672, -2.6349], [1.9353, -2.4146, -2.9481], [0.7027, -1.2015, -4.6604], [0.2920, -2.6386, -5.0481], [-0.2725, -0.6174, -6.4446], [0.1707, 0.7088, -7.0717], [0.8901, -0.2155, -3.6203], [-4.3190, 0.7233, -2.7000], [-3.6218, -0.3685, -1.4442], [-3.1697, 1.3587, -1.4549], [-3.4667, -0.8236, -4.8704], [-1.7618, -1.4160, -4.9987], [-2.8316, -2.0603, -3.7142], [4.4857, 0.8744, -1.4834], [3.8687, -0.6420, -2.2406], [3.5068, 0.9295, -3.0054], [3.3732, 0.3270, 0.9860], [1.6079, -0.0221, 1.2078], [2.6625, -1.2392, 0.4398], [3.2072, -0.0278, 3.9529], [1.7060, 1.0579, 3.6433], [1.0507, 1.5014, 5.3312], [2.2758, 2.6543, 2.8571], [0.0898, 0.0047, 2.3567], [0.0898, 0.0047, -0.1333], [-0.0601, -2.1188, 3.1091], [0.0327, -2.1992, 4.9748], [-1.6740, -2.9231, 2.6388], [1.3451, -3.1077, 2.3815], [-1.8612, 1.0436, 2.8107], [-2.4518, 0.7985, 4.5675], [-1.6710, 2.8636, 2.4469], [-3.2092, 0.3809, 1.7086], [3.9287, 0.5328, 4.5818], [3.7154, -0.3271, 3.0226], [2.9090, -0.9448, 4.4934], [1.8670, 1.9592, 5.9263], [0.2384, 2.2458, 5.2237], [0.6824, 0.5954, 5.8516], [2.7681, 2.4477, 1.8898], [1.4137, 3.3307, 2.6985], [3.0084, 3.1469, 3.5282], [-0.8031, -1.6264, 5.4201], [-0.0409, -3.2583, 5.2958], [0.9906, -1.7836, 5.3353], [-1.8149, -2.8895, 1.5462], [-1.6677, -3.9788, 2.9784], [-2.5070, -2.3941, 3.1411], [1.2611, -3.1053, 1.2755], [2.3139, -2.6601, 2.6819], [1.2904, -4.1521, 2.7502], [-1.7226, 1.1839, 5.2994], [-3.4108, 1.3388, 4.7026], [-2.6212, -0.2808, 4.7500], [-1.3560, 2.9980, 1.3913], [-2.6411, 3.3751, 2.6122], [-0.9101, 3.3003, 3.1228], [-2.9079, 0.5302, 0.6601], [-3.3733, -0.6964, 1.8913], [-4.1514, 0.9317, 1.9059]], "forces_ev_per_a": [[0.1336, -0.0443, 0.1288], [0.6447, 0.1966, 0.4962], [-0.0911, 0.7386, -0.3736], [-0.5713, 0.0138, -0.5386], [-0.1582, -0.1284, -0.0311], [-0.0417, -0.5038, 0.1022], [-0.1284, -0.2735, -0.1836], [-0.7815, 0.2371, -0.4019], [1.4214, -0.7848, -11.8803], [4.5422, 1.6796, -1.7461], [0.5160, 0.2911, 0.0316], [-0.0966, -1.2432, -0.7749], [0.1780, -0.6788, -0.4505], [0.0586, 0.2290, -0.1794], [0.1575, 0.3368, -0.1094], [-0.2362, -0.0388, 0.2446], [-0.2938, 0.2153, 0.1468], [0.7995, -0.2251, 0.0459], [-0.1303, -0.4716, 0.5416], [0.2763, -0.1482, 0.2982], [-0.2775, -0.2666, -0.2001], [-0.0112, -0.4365, 0.1051], [0.0045, 0.0132, -0.1911], [0.0775, 0.0906, 0.0598], [-0.2579, -0.1981, -0.2532], [0.4576, 0.2193, -0.4163], [-0.2286, 0.2699, 0.4959], [0.3356, -0.1703, 0.1560], [2.9614, -0.1996, -0.2397], [0.4420, 0.1600, -0.2244], [0.2325, -0.3018, -0.1312], [0.3185, 0.1826, -0.2448], [0.0106, 0.4617, -0.0431], [-0.3308, 0.2550, 0.1944], [-0.3328, -0.1720, 0.1848], [0.0372, -0.0764, -0.2863], [0.1820, 0.3767, -0.3248], [-0.2629, 0.4978, -0.2682], [-0.4993, -0.2415, 0.0382], [0.0587, 0.2196, -0.2841], [0.3417, -0.0739, 0.2663], [0.0594, 0.3264, -0.2342], [-0.1348, -0.2810, -0.2214], [0.3517, -0.1259, 0.2254], [-0.3876, 0.0701, 0.2123], [0.0769, 0.3254, -0.2213], [-0.2877, -0.1856, -0.2098], [-0.0942, 0.3947, 0.0817], [0.0674, -0.1868, 0.3282], [0.0426, -0.2138, -0.2440], [2.5397, 0.0063, 0.4143], [0.0189, 0.2842, 0.0453], [0.3251, -0.2114, 0.0566], [0.0794, -0.1030, 0.2114], [-0.1394, 0.2005, 0.4613], [0.2219, 0.3638, -0.2062], [-0.6547, 0.5700, 2.1338], [-10.3029, -0.7012, 13.0517], [0.0632, -0.6319, 0.1846], [0.0669, -0.0289, 0.4497], [-0.4326, -0.1756, -0.0421], [0.3240, -0.2683, -0.1422], [-0.5222, 0.0695, 0.2234], [-0.2190, 0.0492, 0.4147], [-0.0295, 0.4907, -0.0138], [-0.4528, -0.0753, -0.2221], [-0.2836, -0.3194, -0.2762], [-0.0966, 0.0408, 0.3799], [0.2217, 0.3651, -0.1967], [-0.4119, -0.2097, -0.1624], [0.3049, -0.3859, 0.2557], [0.0752, 0.5852, -0.1386], [-0.1772, 0.2717, 0.3658], [0.4837, -0.2137, -0.0125], [-0.3393, -0.1271, -0.3766], [0.4365, -0.2868, -0.0649], [0.0326, 0.5095, -0.0351], [-0.4371, -0.1971, 0.0225], [-0.1041, -0.0797, 0.4152], [-0.0893, 0.4624, -0.2211], [0.2649, -0.3350, -0.2935], [0.1382, -0.1139, 0.4757], [-0.3768, -0.3368, -0.2164], [0.1699, 0.4423, -0.2726], [-0.3667, -0.2447, -0.1770], [0.3904, -0.3005, 0.0530], [0.0337, 0.5261, 0.0420], [-0.1348, 0.0809, 0.5334], [0.5240, -0.0779, -0.1367], [-0.3681, -0.0219, -0.3917], [-0.2635, -0.1386, 0.2973], [-0.0107, 0.4463, -0.1839], [0.3469, -0.3108, -0.1813]], "lowdin_spin": [-0.0014, 0.0044, -0.0017, 0.0052, -0.0008, 0.0047, -0.0058, 0.0078, 2.7280, 0.0948, 0.0081, -0.0480, 0.0063, 0.0034, 0.0034, 0.0017, -0.0003, 0.0019, 0.0127, -0.0003, -0.0001, 0.0003, 0.0042, 0.0041, 0.0002, 0.0078, 0.0006, -0.0014, 0.0892, 0.0387, 0.0043, 0.0000, 0.0001, -0.0002, 0.0009, 0.0113, 0.0007, 0.0004, 0.0002, 0.0262, -0.0001, -0.0001, 0.0006, 0.0003, 0.0002, 0.0001, 0.0014, 0.0006, 0.0042, 0.0104, 0.0382, 0.0030, 0.0029, 0.0548, 0.0259, -0.0002, 0.2535, 0.4484, 0.0321, 0.0151, 0.0002, 0.0022, 0.0351, 0.0126, 0.0035, 0.0132, 0.0003, 0.0007, 0.0003, 0.0046, 0.0001, 0.0007, 0.0002, 0.0001, -0.0002, 0.0005, 0.0025, 0.0003, 0.0004, 0.0000, 0.0002, 0.0014, 0.0002, -0.0001, 0.0004, 0.0021, 0.0002, 0.0030, -0.0002, 0.0004, 0.0111, 0.0002, 0.0007]}

---

{"formula": "C26H56N4O22S4", "method": "the ωB97M-V functional and the def2-TZVPD basis", "gap_ev": 9.00, "total_charge": 0, "smiles": "O=S1(=O)OCCO1.O=S1(=O)OCCO1.O=S1(=O)OCCO1.O=S1(=O)OCCO1.C1CCOC1.C1CCOC1.C1CCOC1.C1CCOC1.NC(N)=O.NC(N)=O", "species": ["C", "O", "N", "N", "H", "H", "H", "H", "C", "O", "N", "N", "H", "H", "H", "H", "C", "C", "O", "S", "O", "O", "O", "H", "H", "H", "H", "C", "C", "O", "S", "O", "O", "O", "H", "H", "H", "H", "C", "C", "O", "S", "O", "O", "O", "H", "H", "H", "H", "C", "C", "O", "S", "O", "O", "O", "H", "H", "H", "H", "C", "C", "C", "O", "C", "H", "H", "H", "H", "H", "H", "H", "H", "C", "C", "C", "O", "C", "H", "H", "H", "H", "H", "H", "H", "H", "C", "C", "C", "O", "C", "H", "H", "H", "H", "H", "H", "H", "H", "C", "C", "C", "O", "C", "H", "H", "H", "H", "H", "H", "H", "H"], "positions_angstrom": [[3.1865, 4.7139, 1.6061], [4.1411, 4.9540, 0.9382], [2.7112, 3.5353, 1.9006], [2.4234, 5.6217, 2.0361], [3.1071, 2.7059, 1.4819], [1.8537, 3.6443, 2.4231], [2.7064, 6.5833, 1.9122], [1.7118, 5.2857, 2.6691], [0.0625, 0.1016, 0.6842], [-0.2967, 0.6806, 1.6983], [0.8367, 0.6604, -0.1669], [-0.3898, -1.0527, 0.3130], [1.1860, 1.5883, 0.0260], [1.1326, 0.0560, -0.9201], [-0.8951, -1.5002, 1.0643], [0.0141, -1.5565, -0.4636], [-3.8365, 1.0034, 0.0335], [-3.9251, 0.5913, 1.4970], [-4.9480, 1.4156, 2.1011], [-5.4702, 2.7720, 1.1503], [-5.1879, 4.0304, 1.8317], [-6.7486, 2.4516, 0.5810], [-4.2321, 2.4068, 0.0620], [-4.3350, 0.4808, -0.7829], [-2.7713, 1.0757, -0.1865], [-2.9916, 0.8547, 1.9942], [-4.1947, -0.4173, 1.8102], [5.7016, -4.0071, -3.2058], [4.7976, -3.5236, -4.3419], [3.8136, -2.7664, -3.7633], [3.5533, -3.0498, -2.1369], [2.7416, -4.2509, -1.8855], [3.3112, -1.7523, -1.4517], [5.1217, -3.4828, -2.0140], [6.7243, -3.6305, -3.1908], [5.5962, -5.0695, -2.9861], [4.3878, -4.2576, -5.0357], [5.3458, -2.8795, -5.0293], [-0.3993, -2.1545, -6.3423], [0.9868, -2.6350, -6.5406], [1.7496, -2.2501, -5.4251], [0.9494, -1.1451, -4.3701], [1.1844, 0.2683, -4.6777], [0.8553, -1.5623, -2.9585], [-0.4737, -1.6072, -5.0621], [-1.2129, -2.8692, -6.4665], [-0.8025, -1.4301, -7.0500], [1.5021, -2.2815, -7.4337], [1.0133, -3.7246, -6.5262], [2.2767, -0.5918, 3.2768], [3.1578, -1.3462, 4.2193], [3.1565, -2.7234, 3.6909], [2.2575, -2.9763, 2.3851], [1.3561, -4.1469, 2.5502], [3.1043, -2.7911, 1.2305], [1.4359, -1.5647, 2.6645], [2.8001, -0.0654, 2.4786], [1.6190, 0.1190, 3.7770], [2.6739, -1.3440, 5.1960], [4.2004, -1.0496, 4.3332], [-0.5099, -4.6490, -3.6114], [-1.1007, -4.2509, -2.2318], [-2.3927, -5.0367, -2.1575], [-2.5437, -5.5402, -3.4854], [-1.2505, -5.9388, -3.9445], [0.5643, -4.6502, -3.4264], [-0.7708, -3.8395, -4.2932], [-1.1802, -3.1638, -2.2400], [-0.4484, -4.4970, -1.3940], [-3.2782, -4.4564, -1.8983], [-2.3803, -5.7378, -1.3230], [-1.1985, -6.2356, -4.9920], [-0.8801, -6.7881, -3.3704], [-2.1317, 3.8625, 3.1655], [-1.5911, 3.4976, 4.5209], [-0.0263, 3.2923, 4.4092], [0.2519, 4.1498, 3.2986], [-0.9071, 4.4151, 2.4198], [-2.9865, 4.5373, 3.2115], [-2.5861, 3.0347, 2.6212], [-2.0075, 2.5717, 4.9175], [-2.0095, 4.2469, 5.1928], [0.2819, 2.2868, 4.1226], [0.6303, 3.3366, 5.2781], [-0.7125, 3.9356, 1.4605], [-1.1243, 5.4737, 2.2773], [-0.0117, 3.6536, -2.1700], [1.1945, 3.9922, -1.2947], [2.0403, 5.0391, -2.1024], [1.1576, 5.5295, -3.0561], [-0.1071, 5.0122, -2.9496], [-1.0261, 3.4607, -1.8210], [0.1960, 2.9223, -2.9511], [1.7607, 3.0767, -1.1235], [0.9995, 4.4249, -0.3134], [2.7978, 4.3476, -2.4712], [2.5156, 5.7934, -1.4752], [-0.5310, 4.8634, -3.9427], [-0.7382, 5.6505, -2.3312], [-2.1578, -1.7785, 3.5929], [-2.0766, -0.5956, 4.5237], [-3.5096, -0.1951, 4.7597], [-4.3508, -1.1405, 4.2246], [-3.5918, -2.2401, 3.7354], [-1.4728, -2.6016, 3.7962], [-1.9416, -1.4414, 2.5791], [-1.5833, 0.2820, 4.1059], [-1.6120, -0.8608, 5.4734], [-3.6764, 0.8563, 4.5257], [-3.5958, -0.3515, 5.8350], [-3.9837, -2.5714, 2.7737], [-3.7440, -3.1296, 4.3467]], "forces_ev_per_a": [[2.0935, -1.3051, -2.0157], [3.4852, 0.1567, -2.1836], [-0.5475, -3.4324, 0.7956], [-3.7011, 4.9610, 2.5019], [-0.3357, 0.2195, 0.3624], [-0.2998, -1.7225, -0.1218], [-0.2878, -0.2754, 0.3142], [-0.3686, 1.3073, 0.2000], [-1.0603, 1.7650, 1.9891], [-0.7088, 0.4936, 1.7664], [2.9933, 1.5605, -2.8960], [-1.8782, -3.5582, -0.1567], [0.0753, -0.3330, -0.3301], [0.6032, 0.8751, -0.3224], [0.1905, -0.6021, -0.5515], [-0.2257, -0.2285, 0.2977], [0.6413, 1.1317, 0.2523], [-0.7220, 0.6729, 0.7657], [-1.5567, 2.0862, -0.4483], [3.0128, -2.8121, 0.3802], [-0.5833, -2.4070, -1.4380], [1.0621, 0.6938, 0.6488], [-1.4276, 1.1443, 0.4580], [-0.4180, -0.1563, 0.5116], [-0.0366, -0.1949, -0.3297], [0.1910, -0.0347, -0.1239], [-0.0301, -0.0880, -0.6689], [-0.7966, -0.8637, 1.0812], [1.3646, -0.1777, -1.3953], [-2.7629, 1.2620, 1.9788], [0.9917, 0.4099, 0.3279], [1.3001, 2.8200, -0.7561], [0.6231, -3.8592, -2.1889], [-1.1817, 1.3598, 1.6850], [-0.1184, -0.2760, -0.4014], [0.7142, -0.2666, -0.9180], [-0.1552, -0.6630, 0.6211], [0.1538, 0.3760, 0.2386], [-2.2757, 1.0079, -1.0644], [0.9496, -1.0816, -0.4714], [0.5392, 2.1564, 2.8135], [-2.0296, -0.3437, -1.0362], [0.2303, -3.0849, 0.4845], [0.8459, 0.5635, -3.3275], [0.3189, 1.0311, 2.1716], [0.4659, -0.8506, 0.6789], [0.9256, 0.6667, -0.2434], [-0.3062, 0.1584, -0.0680], [0.0238, -0.0678, -0.1424], [-0.2145, 0.8434, -1.1647], [-0.1518, -1.3732, 0.2079], [0.2875, -0.6018, 0.4195], [-0.9552, 0.4803, 0.9141], [2.4973, 3.4136, -0.4819], [-1.2009, -0.7273, 1.0505], [-0.5342, -1.6808, -0.6078], [0.2423, 0.0130, 0.0623], [0.0091, -0.1260, -0.0467], [0.1817, -0.4777, 0.0838], [-0.2019, 0.1673, -0.3407], [0.8025, 0.3263, 1.1478], [0.5479, 0.4730, 0.0116], [-0.4390, 0.8701, -0.1999], [-1.0196, -1.4572, 0.0051], [0.4363, 1.0855, 0.7590], [0.1950, -0.4011, -0.6865], [0.0547, -0.3647, -0.2384], [-0.4604, 0.0001, 0.2123], [0.2144, -0.1322, -0.1367], [-0.0531, 0.3269, -0.5521], [0.3587, -0.9631, -0.4708], [-0.6690, 0.2768, -0.0355], [0.0808, -0.1041, 0.2396], [-0.0518, -0.8174, -1.1188], [0.1801, -1.3245, 1.5633], [-2.0353, -0.0768, -1.1998], [0.5602, 1.2510, -0.4726], [-0.2925, -0.5339, 0.9864], [0.4169, 0.4317, 0.1884], [0.4380, -0.4276, 0.0522], [-0.2075, -0.1711, -0.1716], [1.0628, 0.2469, 0.4761], [-0.9041, -0.5689, -0.6111], [-0.2382, 1.6861, 0.2111], [-0.0339, -0.0273, 0.0810], [1.0026, 0.2150, 0.0621], [0.0274, 1.8713, -1.7528], [0.0626, -0.2169, 0.9574], [-0.4885, -2.5737, 1.2268], [1.3733, 1.2580, -1.2520], [-1.2773, -1.3254, 0.8099], [0.3604, -0.2174, 0.8357], [0.3814, -0.4213, 0.3744], [0.3298, 0.2224, 0.0588], [-0.6199, -0.1773, 0.0560], [0.5487, 0.8106, -1.0191], [-0.2441, 0.1190, -0.0951], [-0.0903, 0.2555, 0.0048], [-0.2801, 0.4611, -0.2030], [0.3494, -0.3750, -0.4003], [0.8977, 0.5769, -0.0822], [0.8040, 0.0428, 2.7369], [-0.9913, -0.7553, -1.7544], [-0.5589, -0.4359, -0.6607], [0.1550, 0.1821, 0.1574], [-0.2362, -0.0101, -0.0058], [0.6180, -0.3705, -0.1848], [0.1543, 0.0398, -0.0902], [-0.6795, -0.2224, -0.4742], [-0.5053, 0.9013, 0.4712], [-0.2670, 0.2786, -0.2659], [0.2899, 0.1371, 0.6273]], "mulliken_charge": [0.4471, -0.7021, -0.1877, -0.2585, 0.0650, 0.3273, 0.1597, 0.3570, 0.3881, 0.1229, 0.1596, 0.1341, -0.4429, -0.2539, 0.1226, 0.0410, 0.2827, 0.5791, -0.4246, 1.0849, -0.4965, -0.5222, -0.3806, 0.3352, -0.2182, -0.4985, 0.2816, -0.3046, -0.4026, -0.2280, 1.3389, -0.5853, -0.4904, -0.4492, 0.2551, 0.2645, 0.2896, 0.2855, -0.4772, -0.2009, -0.2591, 0.9819, -0.6131, -0.1778, -0.3852, 0.2923, 0.3043, 0.2988, 0.2834, 0.4061, -0.2961, -0.4215, 1.1832, -0.6073, -0.4439, -0.2544, 0.2159, -0.4298, 0.3282, 0.2786, 0.1544, -0.0777, -0.5386, -0.4515, -0.6085, 0.3264, -0.2764, 0.0158, 0.1413, 0.2996, 0.2902, 0.3783, 0.3082, 0.4921, -0.7815, 0.3570, -0.5236, -0.6090, 0.6142, -0.7671, 0.3115, 0.2803, -0.6322, 0.5040, 0.1894, 0.3676, -0.0763, 0.4718, -0.5728, -0.4234, -0.6761, 0.2631, -0.0144, 0.1281, -0.3055, 0.3100, 0.2822, 0.3823, 0.3041, 0.6854, 0.2704, -0.5812, -0.4747, -0.9918, 0.6547, -1.2019, -0.5476, 0.4832, 0.1914, 0.5299, 0.3740, 0.2885]}